C21H22F3NO3 as an isolated structure, computed with ωB97M-V/def2-TZVPD.

Each line ends with the natural charge from an NBO analysis.
Element x y z (Å)
C -2.741 0.780 -1.748  -0.4037
N -1.297 0.880 -1.946  -0.4100
C -0.832 1.964 -2.796  -0.4059
C -0.431 0.184 -1.169  0.2835
C 1.023 0.247 -1.518  -0.0783
C 1.743 1.440 -1.384  -0.1744
C 3.054 1.523 -1.844  -0.2107
C 3.685 0.384 -2.335  -0.0823
C 5.105 0.503 -2.820  0.9687
F 5.747 -0.700 -2.866  -0.3238
F 5.151 1.040 -4.080  -0.3281
F 5.846 1.324 -2.014  -0.3269
C 2.998 -0.819 -2.425  -0.2073
C 1.674 -0.895 -1.994  -0.1828
H -3.199 1.611 -2.297  0.2033
H -3.122 -0.174 -2.142  0.2220
H -2.993 0.859 -0.678  0.2086
H -1.696 2.357 -3.339  0.2086
H -0.395 2.782 -2.200  0.1991
H -0.085 1.612 -3.524  0.2116
H -0.762 -0.813 -0.924  0.2598
H 1.282 2.325 -0.943  0.2411
H 3.579 2.471 -1.778  0.2341
H 3.486 -1.709 -2.812  0.2365
H 1.113 -1.833 -2.041  0.2304
C -5.726 -1.848 1.569  -0.6236
C -4.568 -1.905 0.611  -0.0735
O -3.431 -1.324 1.293  -0.5030
C -2.288 -1.394 0.566  0.7949
C -1.116 -0.958 1.323  -0.5338
C -0.299 0.143 1.338  0.3968
C 0.744 0.222 2.406  -0.0036
C 0.341 0.219 3.745  -0.2267
C 1.294 0.195 4.762  -0.2105
C 2.661 0.149 4.444  -0.2139
C 3.063 0.163 3.097  -0.2098
C 2.110 0.229 2.079  -0.2182
O -0.371 1.102 0.461  -0.6440
O -2.302 -1.885 -0.572  -0.6463
H -6.618 -2.199 1.045  0.2132
H -5.560 -2.500 2.434  0.2128
H -5.908 -0.832 1.934  0.2148
H -4.362 -2.946 0.330  0.1941
H -4.798 -1.326 -0.295  0.1821
H -0.975 -1.610 2.193  0.2406
H -0.729 0.238 3.970  0.2229
H 0.972 0.217 5.800  0.2139
H 3.408 0.102 5.233  0.2144
H 4.115 0.139 2.825  0.2147
H 2.408 0.265 1.029  0.2187

Values from the calculation:
* relative energy (zero: lowest compared OMol25 entry of this formula, charge and spin): 287.1 kJ/mol


A 2-piece molecular cluster, C21H22F6N3O overall, computed with ωB97M-V/def2-TZVPD.

Each line ends with the natural charge from an NBO analysis.
Element x y z (Å)
O -1.759 -0.473 0.496  -0.6618
C -1.441 -0.169 1.650  0.7937
N -0.549 -0.908 2.383  -0.6302
C 0.220 -1.982 1.762  -0.2157
C 1.452 -1.403 1.041  -0.0497
C 2.518 -0.853 2.014  -0.4105
C 3.878 -1.302 1.448  -0.4156
C 3.572 -2.232 0.255  -0.2075
N 2.136 -2.225 0.112  -0.6510
N -1.924 0.942 2.352  -0.6144
C -2.849 1.864 1.868  0.1431
C -3.002 3.109 2.512  -0.2021
C -3.929 4.030 2.036  -0.1234
C -4.045 5.387 2.687  0.9785
F -5.328 5.864 2.643  -0.3190
F -3.665 5.369 3.999  -0.3231
F -3.254 6.313 2.051  -0.3242
C -4.737 3.744 0.939  -0.1691
C -4.597 2.505 0.316  -0.1352
C -5.500 2.183 -0.848  0.9773
F -5.287 0.932 -1.352  -0.3222
F -6.822 2.251 -0.487  -0.3207
F -5.321 3.070 -1.880  -0.3242
C -3.653 1.585 0.751  -0.1606
H -0.330 -0.624 3.330  0.3971
H 0.549 -2.656 2.567  0.2070
H -0.434 -2.520 1.064  0.2248
H 1.075 -0.569 0.423  0.1666
H 2.425 0.237 2.061  0.2237
H 2.367 -1.261 3.022  0.2088
H 4.462 -0.435 1.123  0.2158
H 4.454 -1.846 2.204  0.2270
H 4.040 -1.855 -0.667  0.1575
H 3.969 -3.247 0.431  0.1955
H 1.670 -2.990 -0.353  0.3781
H -1.451 1.164 3.223  0.3993
H -2.386 3.351 3.374  0.2281
H -5.462 4.467 0.586  0.2497
H -3.521 0.652 0.220  0.2661
C 1.877 -1.895 -2.569  -0.0141
C 1.944 -3.162 -3.150  -0.1653
C 2.881 -3.651 -4.054  -0.1158
C 3.964 -2.992 -4.628  -0.1246
C 4.326 -1.653 -4.503  -0.1260
C 3.690 -0.649 -3.778  -0.1095
C 2.587 -0.753 -2.937  -0.1541
H 1.073 -1.734 -1.841  0.2540
H 1.164 -3.871 -2.853  0.2468
H 2.761 -4.701 -4.344  0.2498
H 4.609 -3.601 -5.273  0.2506
H 5.220 -1.346 -5.061  0.2504
H 4.123 0.353 -3.875  0.2490
H 2.242 0.184 -2.487  0.2514

Values from the calculation:
* E: -1651.8975 Ha
* net charge: +1


C21H22FeN7O4S2 as an isolated structure, computed with ωB97M-V/def2-TZVPD.

Each line ends with the natural charge from an NBO analysis.
Element x y z (Å)
Fe -0.253 -0.193 -0.405  1.4971
C -1.726 5.067 -3.185  -0.6167
C -0.418 4.519 -2.610  -0.2211
N -0.572 4.015 -1.272  -0.5883
C -0.820 2.716 -0.965  0.3157
S -0.499 1.443 -2.131  -0.3651
N -1.263 2.430 0.220  -0.4435
N -1.315 1.119 0.519  -0.3030
C -2.245 0.708 1.402  0.1281
C -3.068 1.749 2.093  -0.6519
C -2.415 -0.676 1.488  0.1647
C -3.306 -1.377 2.352  -0.2651
C -3.419 -2.733 2.267  -0.1750
C -2.635 -3.438 1.324  -0.2738
C -1.760 -2.716 0.540  0.0542
N -1.634 -1.402 0.595  -0.5528
H -1.591 5.344 -4.230  0.2113
H -2.498 4.301 -3.120  0.2119
H -2.049 5.947 -2.629  0.1908
H -0.063 3.692 -3.225  0.2422
H 0.345 5.305 -2.594  0.1961
H -0.879 4.668 -0.565  0.3882
H -2.405 2.485 2.543  0.2420
H -3.676 2.268 1.353  0.2353
H -3.713 1.328 2.857  0.2003
H -3.894 -0.822 3.071  0.2166
H -4.104 -3.277 2.906  0.2126
H -2.710 -4.507 1.221  0.2194
H -1.114 -3.196 -0.186  0.2289
O 4.876 3.023 -3.768  -0.7529
C 5.181 1.932 -3.297  0.7542
O 6.136 1.182 -3.449  -0.7432
C 4.099 1.402 -2.270  -0.0459
C 3.547 2.272 -1.343  -0.2344
C 2.538 1.810 -0.513  0.0316
N 2.046 0.585 -0.606  -0.5320
C 2.604 -0.261 -1.470  0.0711
C 3.650 0.094 -2.309  -0.2092
C 1.963 -1.638 -1.530  0.7634
O 2.602 -2.610 -1.897  -0.6531
O 0.747 -1.650 -1.132  -0.8776
H 3.878 3.299 -1.291  0.2264
H 2.084 2.448 0.235  0.1826
H 4.065 -0.638 -2.982  0.2457
C 1.801 -3.496 1.333  -0.4147
N 0.838 -3.191 2.349  -0.3714
C 0.077 -4.113 3.022  -0.0792
C -0.771 -3.449 3.834  -0.0728
N -0.518 -2.110 3.662  -0.5511
C 0.461 -1.943 2.730  0.2474
S 1.091 -0.480 2.265  -0.2590
H 2.652 -4.031 1.757  0.2030
H 2.143 -2.564 0.885  0.2692
H 1.347 -4.106 0.551  0.2210
H 0.210 -5.163 2.866  0.2242
H -1.526 -3.807 4.503  0.2211
H -1.034 -1.332 4.037  0.4366

Values from the calculation:
* net charge: -1
* multiplicity: 5
* relative energy (zero: lowest compared OMol25 entry of this formula, charge and spin): 117.0 kJ/mol
* ⟨S²⟩: 6.15